Here is 8 unconnected molecules or ions with the total composition C5H27N2O8 at a distorted geometry from OMol25. Energies are from ωB97M-V with the def2-TZVPD basis set.

As for the net charge: +1. The energy comes out at -917.833245 Ha. The relative energy (zero: lowest compared OMol25 entry of this formula, charge and spin) comes out at 96.1 kcal/mol. The lowest unoccupied orbital energy comes out at -2.469 eV. For the HOMO energy, the calculation gives -11.73 eV.

Last columns: bonded neighbours and bond lengths (Å).
Geometry (Å):
1 C 2.88628 1.33204 -0.32040  O2 1.441, C3 1.587, H9 1.091, H10 1.093
2 O 2.66475 2.61557 0.29603  C1 1.441, H11 0.959
3 C 1.43346 0.69296 -0.30878  C1 1.587, C4 1.544, N8 1.483, H12 1.086
4 C 1.65008 -0.72283 0.26705  C3 1.544, C5 1.503, H13 1.112, H14 1.080
5 C 0.44994 -1.23159 1.01473  C4 1.503, C6 1.327, H15 1.111
6 C -0.48442 -2.08231 0.60915  C5 1.327, N7 1.477, H16 1.089
7 N -1.86292 -2.06720 1.14036  C6 1.477, H17 1.042, H18 1.019, H19 1.040
8 N 0.82693 0.77819 -1.65950  C3 1.483, H20 1.009, H21 1.015
9 H 3.68882 0.80332 0.19520  C1 1.091
10 H 3.21555 1.59737 -1.32777  C1 1.093
11 H 3.03517 2.79061 1.16328  O2 0.959
12 H 0.87492 1.34371 0.35717  C3 1.086
13 H 2.51500 -0.86118 0.95143  C4 1.112
14 H 2.09339 -1.29311 -0.53605  C4 1.080
15 H 0.05299 -0.45285 1.70091  C5 1.111
16 H -0.17828 -3.04687 0.20601  C6 1.089
17 H -1.78660 -2.44350 2.10866  N7 1.042
18 H -2.36935 -1.18479 1.08942  N7 1.019
19 H -2.40314 -2.80045 0.63848  N7 1.040
20 H 1.46400 1.17508 -2.33402  N8 1.009
21 H 0.56751 -0.14820 -1.98362  N8 1.015
22 H 0.26716 -2.70694 3.53103  O24 0.966
23 H -0.87166 -2.57194 4.55773  O24 0.959
24 O -0.67384 -2.50978 3.62106  H22 0.966, H23 0.959
25 H 2.81249 0.51627 -4.41294  O27 0.963
26 H 4.03583 -0.08933 -3.93680  O27 0.953
27 O 3.45321 0.62781 -3.70294  H25 0.963, H26 0.953
28 H -0.78107 3.17028 0.77047  O30 0.957
29 H -1.90364 3.57220 1.63652  O30 0.959
30 O -1.31773 2.82818 1.48513  H28 0.957, H29 0.959
31 H -5.23962 0.99167 1.07923  O33 0.978
32 H -3.84670 1.41543 1.46061  O33 0.954
33 O -4.29938 0.80937 0.87923  H31 0.978, H32 0.954
34 H -1.60841 0.70802 -1.45266  O36 0.949
35 H -2.83101 0.37802 -0.43258  O36 0.958
36 O -2.03511 0.08431 -0.87835  H34 0.949, H35 0.958
37 H 1.44191 3.62980 -1.31010  O39 0.978
38 H 2.58536 3.59342 -1.99677  O39 0.974
39 O 1.65081 3.51397 -2.25837  H37 0.978, H38 0.974
40 H -3.62151 -4.21309 -1.25207  O42 0.970
41 H -2.36925 -4.50150 -0.25037  O42 0.947
42 O -3.18191 -4.04018 -0.40484  H40 0.970, H41 0.947


Here is 7 unconnected molecules or ions with the total composition C5H27N3O6 at a distorted geometry from OMol25. Energies are from ωB97M-V with the def2-TZVPD basis set.

As for the net charge: 0. The energy comes out at -822.381431 Ha. The relative energy (zero: lowest compared OMol25 entry of this formula, charge and spin) comes out at 30.2 kcal/mol. The SMILES is NCCCNCCN.O.O.O.O.O.O. The lowest unoccupied orbital energy comes out at 0.322 eV. For the HOMO energy, the calculation gives -8.46 eV.

Last columns: bonded neighbours and bond lengths (Å).
Geometry (Å):
1 C -1.80003 0.40760 -0.92657  N2 1.486, C7 1.532, H9 1.073, H10 1.094
2 N -0.53813 0.00451 -0.25266  C1 1.486, C3 1.449, H11 1.009
3 C 0.74742 0.07982 -0.91603  N2 1.449, C4 1.532, H12 1.098, H13 1.087
4 C 1.90305 0.36678 0.04839  C3 1.532, C5 1.517, H14 1.084, H15 1.092
5 C 1.86287 -0.42854 1.33989  C4 1.517, N6 1.476, H16 1.083, H17 1.089
6 N 2.10408 -1.87582 1.17966  C5 1.476, H18 1.015, H19 1.015
7 C -2.72610 0.95503 0.16413  C1 1.532, N8 1.447, H20 1.086, H21 1.099
8 N -3.13151 0.00952 1.18215  C7 1.447, H22 1.022, H23 1.014
9 H -1.46231 1.12142 -1.65347  C1 1.073
10 H -2.29956 -0.45669 -1.37422  C1 1.094
11 H -0.78113 -0.67188 0.45541  N2 1.009
12 H 0.89492 -0.90084 -1.38770  C3 1.098
13 H 0.70619 0.84852 -1.68411  C3 1.087
14 H 2.80804 0.12610 -0.49694  C4 1.084
15 H 1.88087 1.43036 0.29623  C4 1.092
16 H 0.94681 -0.36476 1.91473  C5 1.083
17 H 2.62819 -0.00778 1.99087  C5 1.089
18 H 1.45528 -2.26126 0.50021  N6 1.015
19 H 3.03618 -2.05289 0.81899  N6 1.015
20 H -2.23455 1.86215 0.50264  C7 1.086
21 H -3.60330 1.40695 -0.31992  C7 1.099
22 H -2.40808 -0.18379 1.87696  N8 1.022
23 H -3.23899 -0.90978 0.76830  N8 1.014
24 H -1.12663 2.08615 2.46928  O26 0.967
25 H -0.28683 1.60479 1.36794  O26 0.985
26 O -0.34356 2.37445 1.98001  H24 0.967, H25 0.985
27 H 3.02640 -2.36350 -1.66302  O29 0.963
28 H 2.78208 -1.02309 -2.40987  O29 0.959
29 O 3.38536 -1.76421 -2.32632  H27 0.963, H28 0.959
30 H -0.06291 -4.54795 -1.14691  O32 0.959
31 H -0.50334 -3.78434 0.16407  O32 0.961
32 O 0.23103 -3.99755 -0.41857  H30 0.959, H31 0.961
33 H -0.81406 3.05078 -3.72807  O35 0.966
34 H -0.60064 3.24390 -2.23233  O35 0.974
35 O -0.66457 2.55136 -2.91459  H33 0.966, H34 0.974
36 H -0.11228 4.84998 -0.55051  O38 0.971
37 H -0.46648 3.65081 0.31727  O38 0.972
38 O -0.60141 4.01112 -0.57499  H36 0.971, H37 0.972
39 H 0.28994 -2.35117 2.10536  O41 0.968
40 H -0.40995 -3.51319 2.87864  O41 0.959
41 O -0.47236 -2.58306 2.65564  H39 0.968, H40 0.959


Here is 10 unconnected molecules or ions with the total composition C5H28N2O10 at a distorted geometry from OMol25. Energies are from ωB97M-V with the def2-TZVPD basis set.

As for the net charge: 0. The energy comes out at -1069.234538 Ha. The relative energy (zero: lowest compared OMol25 entry of this formula, charge and spin) comes out at 46.6 kcal/mol. The SMILES is C=CC[C@H](N)C(N)=O.O.O.O.O.O.O.O.O.O. The lowest unoccupied orbital energy comes out at 0.150 eV. For the HOMO energy, the calculation gives -9.81 eV.

Last columns: bonded neighbours and bond lengths (Å).
Geometry (Å):
1 N -1.13876 -0.18568 1.41049  C2 1.485, H9 1.012, H10 1.064
2 C -0.80564 0.93048 0.48876  N1 1.485, C3 1.517, C6 1.516, H11 1.127
3 C -1.10711 2.26881 1.13534  C2 1.517, C4 1.495, H12 1.125, H13 1.116
4 C -0.39904 3.43295 0.52043  C3 1.495, C5 1.323, H14 1.091
5 C -0.84689 3.98156 -0.59676  C4 1.323, H15 1.093, H16 1.055
6 C 0.59192 0.80571 -0.08618  C2 1.516, N7 1.344, O8 1.234
7 N 0.70945 0.94900 -1.41713  C6 1.344, H17 1.010, H18 1.015
8 O 1.60818 0.68331 0.60339  C6 1.234
9 H -0.93178 0.05950 2.37009  N1 1.012
10 H -0.45212 -0.95657 1.15285  N1 1.064
11 H -1.52439 0.79500 -0.36863  C2 1.127
12 H -1.01184 2.22888 2.25558  C3 1.125
13 H -2.19978 2.47354 1.03563  C3 1.116
14 H 0.46227 3.74537 1.11187  C4 1.091
15 H -0.22580 4.78089 -1.00834  C5 1.093
16 H -1.57907 3.76772 -1.32580  C5 1.055
17 H -0.08926 1.06133 -2.02478  N7 1.010
18 H 1.60629 1.12033 -1.86060  N7 1.015
19 H 3.67374 0.89097 -0.31684  O21 0.973
20 H 5.14462 0.84929 -0.59410  O21 0.967
21 O 4.31753 0.45355 -0.90077  H19 0.973, H20 0.967
22 H 1.10175 -1.94995 -0.63884  O24 0.974
23 H -0.43597 -1.56498 -0.83422  O24 0.971
24 O 0.19080 -2.11301 -0.33387  H22 0.974, H23 0.971
25 H -2.82569 -2.79860 0.39064  O27 0.980
26 H -2.96341 -1.27278 0.56216  O27 0.972
27 O -3.32127 -2.02177 0.05700  H25 0.980, H26 0.972
28 H 1.80426 -1.32048 2.57041  O30 0.972
29 H 1.55729 0.17591 2.53983  O30 0.975
30 O 1.49861 -0.59232 3.13676  H28 0.972, H29 0.975
31 H 3.24589 -1.13441 -1.03233  O33 0.990
32 H 3.01289 -1.30758 0.44976  O33 0.963
33 O 2.96734 -1.81365 -0.36800  H31 0.990, H32 0.963
34 H 3.81986 -1.95264 -3.03836  O36 0.961
35 H 3.95126 -0.39688 -3.10010  O36 0.963
36 O 3.35780 -1.12437 -2.88476  H34 0.961, H35 0.963
37 H -1.36900 -3.81485 1.95025  O39 0.962
38 H -0.64962 -3.60088 0.59921  O39 0.971
39 O -1.50457 -3.83222 0.99799  H37 0.962, H38 0.971
40 H -2.36524 -1.27410 -1.16748  O42 1.002
41 H -2.04115 -1.48276 -2.70576  O42 0.961
42 O -1.81608 -0.94790 -1.93991  H40 1.002, H41 0.961
43 H -3.58982 0.74971 0.84078  O45 0.964
44 H -4.90926 0.26626 1.43507  O45 0.964
45 O -4.51916 0.98834 0.92926  H43 0.964, H44 0.964


Here is 8 unconnected molecules or ions with the total composition C5H28N2O8 at a distorted geometry from OMol25. Energies are from ωB97M-V with the def2-TZVPD basis set.

As for the net charge: 0. The energy comes out at -918.765697 Ha. The relative energy (zero: lowest compared OMol25 entry of this formula, charge and spin) comes out at 0.0 kcal/mol. The SMILES is NCCCCNCO.O.O.O.O.O.O.O. The lowest unoccupied orbital energy comes out at 0.334 eV. For the HOMO energy, the calculation gives -8.77 eV.

Last columns: bonded neighbours and bond lengths (Å).
Geometry (Å):
1 C -1.93431 0.20173 -0.13851  N2 1.470, C5 1.536, H9 1.097, H10 1.096
2 N -2.16475 -1.24257 -0.28449  C1 1.470, C3 1.452, H11 1.008
3 C -2.09936 -2.04710 0.92222  N2 1.452, O4 1.425, H12 1.096, H13 1.090
4 O -0.81310 -2.61862 1.14652  C3 1.425, H14 0.976
5 C -0.46464 0.64676 -0.08797  C1 1.536, C6 1.533, H15 1.087, H16 1.093
6 C 0.13303 0.61205 1.32295  C5 1.533, C7 1.531, H17 1.094, H18 1.101
7 C 1.63705 0.89477 1.37558  C6 1.531, N8 1.489, H19 1.089, H20 1.096
8 N 2.01327 2.22388 0.82053  C7 1.489, H21 1.020, H22 1.008
9 H -2.42738 0.62818 -1.02127  C1 1.097
10 H -2.46754 0.54394 0.75568  C1 1.096
11 H -1.58053 -1.62835 -1.00998  N2 1.008
12 H -2.83859 -2.85156 0.84018  C3 1.096
13 H -2.27318 -1.44103 1.81087  C3 1.090
14 H -0.65026 -3.35811 0.53114  O4 0.976
15 H 0.12827 -0.00265 -0.72613  C5 1.087
16 H -0.37454 1.66359 -0.47734  C5 1.093
17 H -0.03543 -0.36498 1.78507  C6 1.094
18 H -0.37892 1.30035 2.01267  C6 1.101
19 H 2.18384 0.17506 0.76767  C7 1.089
20 H 1.96724 0.79354 2.41616  C7 1.096
21 H 1.37893 2.95322 1.14687  N8 1.020
22 H 2.94096 2.44343 1.14913  N8 1.008
23 H -0.59387 4.25174 1.81623  O25 0.986
24 H 0.23737 4.66518 3.06391  O25 0.974
25 O 0.32388 4.44683 2.11820  H23 0.986, H24 0.974
26 H 1.97455 -1.80326 -0.82712  O28 0.994
27 H 1.08454 -2.00730 0.46643  O28 0.978
28 O 1.82597 -2.39297 -0.04127  H26 0.994, H27 0.978
29 H -1.48663 -2.85696 -3.36680  O31 0.962
30 H -0.35826 -3.30730 -2.36116  O31 0.981
31 O -0.61163 -2.63758 -3.03122  H29 0.962, H30 0.981
32 H 2.15189 1.97404 -1.01550  O34 0.987
33 H 1.53221 2.45758 -2.40093  O34 0.965
34 O 2.08713 1.78773 -1.98303  H32 0.987, H33 0.965
35 H 2.08563 0.03611 -2.29673  O37 0.986
36 H 1.25989 -1.18870 -2.82295  O37 0.965
37 O 2.02452 -0.94763 -2.28672  H35 0.986, H36 0.965
38 H 0.88950 -3.58826 -0.70198  O40 1.026
39 H 0.47126 -5.07860 -1.08951  O40 0.972
40 O 0.09913 -4.19096 -0.95662  H38 1.026, H39 0.972
41 H -2.04890 2.87987 0.74244  O43 0.955
42 H -2.62945 4.30526 0.65805  O43 0.975
43 O -2.19879 3.66971 1.25870  H41 0.955, H42 0.975